Record 1
This record from OMol25 describes a gas-phase ion, C6H11N2S2 (charge +1). The level of theory is wB97M-V/def2-TZVPD.

Its total charge is +1.

Last column: natural (NBO) charge in e.
Atoms and positions in Å:
C -0.35 -0.30 0.37  0.43
C -1.17 -2.97 2.87  -0.29
C 0.07 1.22 -1.30  -0.22
C 1.33 0.94 -0.45  -0.22
C -2.19 -0.08 -1.28  -0.43
C 1.68 -0.35 1.78  -0.42
N -0.80 0.17 -0.75  -0.37
N 0.97 0.00 0.54  -0.39
S -0.03 -3.06 3.95  0.36
S -1.33 -1.56 1.23  -0.01
H -0.43 2.15 -0.98  0.23
H 0.22 0.93 -2.38  0.24
H 2.07 0.57 -1.06  0.22
H 1.72 1.93 0.08  0.22
H -2.79 0.82 -1.22  0.23
H -2.05 -0.29 -2.41  0.22
H -2.53 -1.04 -1.06  0.25
H 0.92 -0.49 2.52  0.22
H 2.22 0.45 2.27  0.24
H 2.30 -1.27 1.66  0.23
H -2.05 -3.52 2.63  0.24


Record 2
This record from OMol25 describes a single C9H12O2 molecule. The level of theory is wB97M-V/def2-TZVPD.

Its SMILES is C[C@@H](CO)Oc1ccccc1.

Last column: natural (NBO) charge in e.
Atoms and positions in Å:
C 2.30 1.20 -0.32  -0.66
C 1.89 -0.26 -0.66  0.10
C 1.86 -1.13 0.67  -0.08
C -0.60 -0.30 -0.69  0.30
C -1.69 -1.36 -0.71  -0.25
C -2.92 -1.04 -0.08  -0.24
C -3.10 0.29 0.39  -0.22
C -2.00 1.43 0.49  -0.22
C -0.90 1.11 -0.35  -0.29
H 2.02 1.64 -1.34  0.22
H 1.90 1.59 0.58  0.22
H 3.41 1.09 -0.13  0.22
H 2.72 -0.57 -1.29  0.20
H 1.52 -2.03 0.15  0.16
H 2.84 -1.21 0.91  0.17
H 0.33 -0.12 1.52  0.49
H -1.43 -2.44 -0.96  0.23
H -3.53 -1.85 0.12  0.22
H -4.13 0.57 0.95  0.21
H -2.19 2.56 0.74  0.24
H -0.06 1.86 -0.56  0.23
O 1.19 -0.65 1.82  -0.71
O 0.58 -0.41 -1.24  -0.54


Record 3
This record from OMol25 describes a single C5H9NO molecule. The level of theory is wB97M-V/def2-TZVPD.

Its SMILES is C[C@@H]1C(=O)N[C@@H]1C.

Last column: natural (NBO) charge in e.
Atoms and positions in Å:
C -0.99 0.58 1.58  -0.63
C 0.02 -0.36 0.95  -0.02
N -0.59 -1.49 0.24  -0.63
C 0.06 -1.27 -0.94  0.69
O -0.07 -1.72 -2.05  -0.59
C 0.88 -0.10 -0.37  -0.32
C 0.87 1.03 -1.42  -0.62
H -1.61 1.08 0.83  0.21
H -0.50 1.33 2.21  0.22
H -1.64 0.01 2.25  0.21
H 0.67 -0.74 1.75  0.18
H -1.49 -1.93 0.39  0.40
H 1.92 -0.35 -0.16  0.23
H 0.99 0.53 -2.39  0.24
H 1.71 1.71 -1.31  0.21
H -0.05 1.61 -1.50  0.21


Record 4
This record from OMol25 describes 2 unconnected molecules or ions with the total composition C29H26NO2. The level of theory is wB97M-V/def2-TZVPD.

Its total charge is +1.

Last column: natural (NBO) charge in e.
Atoms and positions in Å:
C 5.04 -1.41 3.12  -0.22
C 4.11 -2.03 2.28  -0.19
C 3.35 -1.27 1.38  -0.27
C 3.51 0.11 1.39  0.28
O 2.58 0.95 0.76  -0.51
C 1.30 1.00 1.29  0.42
C 0.96 2.02 2.20  -0.28
C -0.27 1.99 2.82  -0.05
C -1.25 1.00 2.48  -0.22
C -2.54 1.06 3.07  0.13
C -3.55 0.07 2.93  -0.09
C -4.89 0.50 3.10  -0.12
C -5.95 -0.32 2.76  -0.21
C -5.71 -1.60 2.25  -0.11
C -4.39 -2.09 2.19  -0.23
C -3.32 -1.30 2.61  -0.13
C -0.89 0.07 1.46  -0.11
C 0.36 0.06 0.89  -0.26
C 4.51 0.74 2.15  -0.25
C 5.23 -0.02 3.06  -0.19
H 5.62 -2.00 3.83  0.23
H 3.96 -3.12 2.32  0.23
H 2.61 -1.73 0.72  0.22
H 1.69 2.80 2.42  0.25
H -0.52 2.74 3.56  0.22
H -2.89 2.07 3.34  0.23
H -5.06 1.52 3.46  0.22
H -6.97 0.05 2.87  0.24
H -6.54 -2.22 1.90  0.24
H -4.20 -3.10 1.80  0.24
H -2.32 -1.72 2.66  0.23
H -1.63 -0.63 1.09  0.23
H 0.63 -0.67 0.13  0.25
H 4.62 1.82 2.06  0.23
H 5.95 0.48 3.71  0.23
C 1.22 -2.33 6.30  -0.25
O 0.15 -2.51 7.26  -0.50
C -0.94 -1.69 7.22  0.32
C -1.16 -0.70 6.23  -0.35
C -2.28 0.12 6.35  0.00
C -3.22 -0.09 7.41  0.09
N -4.11 0.98 7.38  -0.51
C -3.78 1.84 6.37  0.21
C -4.52 3.11 6.13  -0.66
C -2.65 1.35 5.73  -0.36
C -2.99 -1.05 8.39  -0.21
C -1.88 -1.88 8.28  -0.25
H 1.96 -3.09 6.57  0.21
H 0.85 -2.51 5.28  0.17
H 1.66 -1.33 6.39  0.18
H -0.47 -0.53 5.40  0.21
H -4.87 1.13 8.04  0.42
H -4.04 3.63 5.29  0.22
H -5.57 2.93 5.86  0.23
H -4.51 3.78 7.01  0.24
H -2.00 1.93 5.08  0.21
H -3.66 -1.15 9.24  0.23
H -1.64 -2.64 9.01  0.24


Orbital gap (eV)
8.31, 8.91, 10.57, 4.82
Strongest force on any atom (eV Å⁻¹)
4.63, 4.79, 0.40, 1.55
Energy above the lowest of the compared OMol25 structures with the same formula, charge and spin (eV)
3.743, 4.373, 1.070, 0.888